[1]
{"formula": "C21H44NO8S2", "method": "the ωB97M-V functional and the def2-TZVPD basis", "elements": ["C", "C", "C", "C", "C", "S", "O", "O", "N", "S", "O", "O", "C", "C", "C", "C", "H", "H", "H", "H", "H", "H", "H", "H", "H", "H", "H", "H", "H", "H", "H", "H", "H", "H", "H", "H", "C", "C", "O", "C", "H", "H", "H", "H", "H", "H", "C", "C", "O", "C", "H", "H", "H", "H", "H", "H", "C", "C", "O", "C", "H", "H", "H", "H", "H", "H", "C", "C", "O", "C", "H", "H", "H", "H", "H", "H"], "positions_angstrom": [[3.1525, -2.4942, 0.3072], [2.8754, -1.0318, 0.6086], [4.1154, -0.4157, 1.2696], [2.4998, -0.2104, -0.6256], [1.5850, -0.9016, -1.6362], [0.1337, 0.0521, -2.0046], [0.6037, 1.3478, -2.4007], [-0.5744, -0.6825, -3.0185], [-0.5301, 0.0197, -0.5510], [-2.0294, 0.5623, -0.4292], [-2.6363, 1.0346, -1.6421], [-2.0501, 1.5869, 0.5914], [-2.9792, -0.7660, 0.2765], [-4.4580, -0.4072, 0.2929], [-5.1466, -0.8451, -0.9926], [-5.0869, -1.1733, 1.4716], [3.5803, -3.0011, 1.1608], [2.2197, -3.0009, 0.0916], [3.7855, -2.5952, -0.5666], [2.0558, -0.9496, 1.3175], [3.8883, 0.5009, 1.7962], [4.5246, -1.1543, 1.9481], [4.8651, -0.2623, 0.5067], [3.4196, 0.0732, -1.1232], [2.0315, 0.7119, -0.3041], [1.2244, -1.8687, -1.3185], [2.1058, -1.0464, -2.5700], [-2.8357, -1.6913, -0.2653], [-2.6388, -0.8592, 1.2962], [-4.5968, 0.6548, 0.4420], [-6.2147, -0.9174, -0.8390], [-4.9608, -0.1612, -1.8105], [-4.7976, -1.8409, -1.2477], [-5.0049, -0.6214, 2.4002], [-6.1356, -1.3648, 1.2955], [-4.5717, -2.1205, 1.5687], [-2.1214, -1.3944, -6.0350], [-2.4397, -2.7282, -6.6524], [-3.5743, -3.1266, -6.7941], [-1.2598, -3.5656, -7.0942], [-3.0431, -0.8899, -5.7576], [-1.5132, -1.5254, -5.1362], [-1.5756, -0.7739, -6.7482], [-0.6179, -3.7823, -6.2393], [-0.6806, -3.0268, -7.8457], [-1.6165, -4.5009, -7.5208], [7.8539, 3.1064, 0.8461], [7.6595, 1.7312, 0.2513], [6.5594, 1.2911, 0.0273], [8.9076, 0.9332, -0.0487], [6.8839, 3.5682, 1.0116], [8.3817, 3.0317, 1.7984], [8.4351, 3.7303, 0.1650], [9.4779, 0.7708, 0.8675], [9.5315, 1.4692, -0.7659], [8.6282, -0.0294, -0.4694], [1.3955, -0.3995, 4.5115], [0.1775, -0.5311, 3.6206], [-0.4448, -1.5683, 3.5719], [-0.2097, 0.6764, 2.8107], [1.5667, -1.3364, 5.0382], [2.2735, -0.1630, 3.9078], [1.2391, 0.3975, 5.2404], [0.6036, 0.9528, 2.1380], [-0.4353, 1.5117, 3.4785], [-1.0815, 0.4586, 2.2127], [-6.2517, 3.5522, 3.2495], [-5.0952, 2.5764, 3.2705], [-5.2276, 1.4664, 3.7334], [-3.7922, 3.0575, 2.6907], [-7.1294, 3.0868, 3.6931], [-5.9949, 4.4473, 3.8184], [-6.4792, 3.8373, 2.2213], [-3.4440, 3.9338, 3.2436], [-3.9202, 3.3212, 1.6404], [-3.0456, 2.2725, 2.7533]], "forces_ev_per_a": [[-0.7, 0.1, -0.1], [0.4, 0.4, 0.2], [-0.4, -0.7, -0.3], [-0.1, -0.3, 0.1], [0.0, 0.2, 0.3], [0.7, -0.6, 0.4], [0.1, 1.0, -0.1], [-0.6, -0.6, -0.5], [-0.8, -0.1, -0.5], [0.7, 1.1, 0.4], [-0.3, -0.7, -0.9], [-0.1, 0.2, 0.9], [-0.2, 0.6, -0.3], [-0.6, -0.8, 0.2], [0.1, 0.2, 0.0], [0.2, 0.4, -0.2], [0.3, -0.1, 0.2], [-0.2, -0.3, -0.1], [0.4, -0.1, -0.1], [-0.3, -0.3, 0.1], [0.1, 0.4, 0.0], [0.1, 0.0, 0.5], [0.3, 0.3, -0.1], [0.3, 0.1, -0.2], [-0.1, 0.3, 0.1], [-0.1, -0.2, 0.2], [0.0, 0.0, -0.5], [0.3, -0.2, -0.1], [0.4, -0.2, 0.3], [0.1, 0.4, 0.0], [-0.4, 0.1, 0.0], [0.2, 0.0, -0.2], [0.0, -0.2, -0.3], [0.2, 0.0, 0.2], [-0.4, -0.1, 0.0], [0.0, -0.4, 0.2], [-0.2, -0.1, 0.1], [0.0, 0.1, 0.0], [0.0, 0.0, 0.0], [-0.1, -0.2, -0.1], [0.0, 0.0, 0.0], [0.1, 0.1, -0.1], [0.1, 0.0, 0.1], [0.1, 0.1, 0.0], [0.1, 0.0, 0.1], [0.0, 0.0, 0.0], [-0.2, 0.0, 0.0], [0.0, 0.0, 0.0], [0.1, 0.1, -0.1], [-0.1, -0.1, -0.1], [0.0, 0.0, 0.0], [0.1, 0.0, -0.1], [0.1, 0.0, 0.1], [0.1, 0.1, 0.0], [0.1, 0.0, 0.1], [0.0, 0.0, 0.0], [0.0, -0.2, 0.0], [0.0, 0.1, 0.0], [0.0, 0.0, 0.0], [0.0, -0.4, 0.3], [0.0, 0.0, 0.0], [0.0, 0.1, 0.0], [0.1, 0.1, -0.1], [0.0, 0.1, 0.0], [0.1, 0.1, 0.0], [0.0, 0.1, 0.0], [-0.1, -0.2, 0.1], [0.1, 0.0, 0.0], [0.0, 0.0, 0.1], [0.0, -0.2, 0.2], [0.0, 0.0, 0.0], [0.0, 0.1, -0.1], [0.1, 0.1, 0.0], [-0.1, 0.1, -0.1], [0.1, 0.1, 0.0], [0.0, 0.0, -0.1]], "total_charge": -1, "homo_ev": -5.5935}

***

[2]
{"formula": "C24H56N8O8", "method": "the ωB97M-V functional and the def2-TZVPD basis", "elements": ["C", "N", "C", "C", "O", "H", "H", "H", "H", "H", "H", "H", "C", "N", "C", "C", "O", "H", "H", "H", "H", "H", "H", "H", "C", "N", "C", "C", "O", "H", "H", "H", "H", "H", "H", "H", "C", "N", "C", "C", "O", "H", "H", "H", "H", "H", "H", "H", "C", "N", "C", "C", "O", "H", "H", "H", "H", "H", "H", "H", "C", "N", "C", "C", "O", "H", "H", "H", "H", "H", "H", "H", "C", "N", "C", "C", "O", "H", "H", "H", "H", "H", "H", "H", "C", "N", "C", "C", "O", "H", "H", "H", "H", "H", "H", "H"], "positions_angstrom": [[20.2376, -5.0933, -9.9940], [19.1447, -5.4693, -10.8502], [19.3195, -6.0872, -12.0458], [18.0552, -6.5955, -12.7165], [20.4139, -6.3154, -12.5412], [19.7961, -4.6438, -9.1022], [20.9313, -4.3819, -10.4434], [20.8355, -5.9292, -9.6180], [18.1887, -5.2993, -10.5904], [17.5845, -7.3834, -12.1350], [18.3704, -7.0350, -13.6603], [17.4205, -5.7430, -12.9635], [27.2521, -12.3639, -6.1796], [26.3495, -11.8606, -7.1982], [25.4357, -10.8827, -6.9829], [24.4765, -10.6799, -8.1225], [25.4652, -10.1326, -6.0177], [26.8256, -12.3070, -5.1776], [28.2616, -11.9621, -6.1158], [27.3110, -13.4446, -6.3321], [26.3985, -12.3543, -8.0695], [23.8586, -11.5566, -8.3455], [25.0110, -10.6166, -9.0756], [23.8052, -9.8360, -8.0147], [19.9465, -7.4636, -6.5298], [18.6511, -7.3522, -5.8574], [17.5684, -6.7745, -6.4238], [16.3166, -6.6273, -5.6371], [17.7157, -6.1989, -7.5078], [20.1553, -8.4979, -6.7903], [20.6979, -7.3100, -5.7467], [20.0525, -6.5943, -7.1644], [18.5373, -7.8235, -4.9746], [16.5180, -6.1101, -4.6924], [15.7160, -7.5032, -5.3818], [15.5492, -5.9745, -6.0571], [31.0868, -7.2980, -10.9766], [29.9081, -8.0437, -10.5767], [29.1572, -8.7546, -11.4395], [27.9901, -9.5174, -10.7751], [29.3630, -8.8781, -12.6325], [31.1686, -7.4116, -12.0621], [31.9976, -7.8529, -10.7176], [31.1244, -6.2820, -10.6044], [29.4728, -7.7317, -9.7247], [27.6248, -10.2823, -11.4489], [27.2993, -8.6670, -10.7281], [28.2172, -9.9086, -9.7871], [16.0433, -8.0187, -10.1408], [15.7902, -6.7403, -9.5005], [15.0664, -5.7522, -10.0601], [15.0131, -4.4648, -9.2656], [14.3640, -5.9246, -11.0447], [15.7536, -7.9232, -11.1888], [15.3868, -8.7578, -9.6827], [17.1006, -8.2768, -10.1395], [16.4302, -6.4264, -8.7652], [14.5004, -3.7219, -9.8661], [16.0499, -4.1836, -9.0623], [14.5238, -4.6333, -8.3088], [23.0965, -5.7511, -6.8031], [23.0671, -4.6805, -7.7905], [23.8433, -4.5752, -8.9003], [23.8611, -3.2545, -9.6208], [24.5078, -5.5289, -9.2754], [23.5904, -5.4656, -5.8722], [23.5757, -6.6378, -7.2113], [22.0422, -5.9116, -6.5985], [22.3732, -3.9930, -7.5489], [24.1173, -3.3489, -10.6699], [24.5695, -2.5111, -9.2478], [22.8845, -2.8394, -9.3393], [20.4153, -16.8066, -7.6311], [20.1211, -15.3737, -7.6471], [20.3073, -14.6647, -8.7717], [20.1458, -13.1429, -8.6206], [20.6786, -15.1355, -9.8287], [19.7755, -17.2960, -8.3690], [20.1124, -17.2291, -6.6772], [21.4333, -17.0405, -7.9319], [19.9668, -14.9497, -6.7541], [19.1586, -12.7805, -8.9160], [21.0029, -12.6364, -9.0525], [20.0530, -12.8459, -7.5655], [23.7689, -8.1685, -11.2050], [22.3451, -8.2759, -10.8680], [21.7271, -9.3875, -10.4555], [20.2666, -9.2016, -10.0736], [22.3138, -10.4656, -10.4644], [23.8156, -8.2742, -12.2925], [24.3289, -8.9914, -10.7753], [24.2133, -7.1987, -11.0046], [21.8606, -7.3934, -10.9302], [20.0507, -8.1465, -9.8921], [19.8843, -9.7233, -9.1939], [19.6238, -9.6154, -10.8533]], "forces_ev_per_a": [[-0.1, 0.4, 0.8], [0.0, -0.2, -0.6], [0.1, -0.9, -0.3], [0.7, 0.4, -0.6], [0.1, 0.3, 0.6], [0.1, 0.1, -0.1], [-0.1, 0.0, -0.2], [-0.1, -0.2, -0.3], [0.1, 0.0, 0.4], [-0.2, 0.4, 0.1], [0.0, 0.0, 0.0], [-0.5, -0.3, 0.3], [-0.4, -1.0, 0.6], [0.7, -0.3, 0.7], [0.1, 1.2, -0.5], [-0.3, -0.8, -0.9], [-0.1, -0.7, 0.2], [-0.2, 0.5, -0.1], [-0.1, 0.4, -0.4], [0.4, 0.0, -0.2], [-0.4, 0.1, -0.2], [-0.1, 0.0, 0.5], [0.2, 0.5, 0.1], [0.2, 0.2, 0.2], [0.1, 0.3, 2.3], [-0.6, -0.5, 0.3], [1.2, 1.1, -0.9], [-1.5, 0.4, 1.3], [-0.3, -0.2, 0.0], [-0.2, 0.2, -1.3], [-0.1, 0.1, 0.1], [0.0, -0.7, -0.9], [0.0, 0.0, 0.0], [0.3, -0.3, 0.1], [0.7, -0.5, -0.1], [0.6, 0.0, -0.8], [0.7, -1.4, -1.1], [0.5, 1.2, 0.6], [-0.6, -2.0, -0.2], [0.5, 1.5, -0.5], [0.4, 0.4, 0.2], [-0.4, 0.8, 0.0], [-0.1, 0.3, 0.8], [-0.1, 0.1, -0.1], [-0.1, -0.4, 0.1], [0.0, 0.0, 0.0], [-0.7, -0.6, 0.4], [0.0, 0.1, 0.0], [-0.8, 0.5, -0.4], [1.4, 0.5, 0.5], [-1.6, -0.4, -0.1], [0.8, -0.3, -0.3], [0.3, 0.2, -0.3], [-0.2, -0.1, 0.1], [0.4, -0.4, -0.1], [0.0, -0.1, 0.5], [-0.2, -0.4, -0.2], [0.0, 0.1, 0.1], [-0.1, 0.4, 0.1], [-0.1, 0.1, 0.0], [-0.2, 0.1, -0.5], [-0.3, 0.5, 0.6], [1.2, -0.8, -0.1], [-0.7, 0.5, 0.9], [0.1, 0.1, 0.0], [0.1, 0.1, -0.1], [-0.1, 0.0, 0.0], [0.2, -0.6, 0.3], [0.3, 0.4, -0.4], [-0.6, -0.2, -0.1], [0.2, -0.5, 0.5], [0.0, 0.4, -1.1], [-1.0, 0.0, -0.7], [0.2, -1.5, 0.5], [0.5, 1.9, -0.3], [-0.7, -0.3, 1.4], [-0.3, -0.5, 0.1], [0.1, 0.0, -0.1], [0.4, 0.1, 0.2], [0.2, 0.1, 0.3], [0.0, 0.4, -0.1], [0.3, -0.2, -1.1], [-0.3, 0.2, -0.4], [0.6, -0.3, 0.1], [-0.6, -0.7, -1.3], [0.8, 1.6, 0.6], [0.3, -0.7, -0.1], [-0.5, 0.1, 0.1], [-0.5, -0.1, 0.5], [0.3, -0.2, -0.1], [0.0, 0.1, 0.2], [-0.3, 0.0, 0.6], [-0.4, -0.2, -0.1], [-0.2, 0.0, -0.3], [0.8, -0.2, 0.2], [0.2, 0.3, -0.3]], "smiles": "CNC(C)=O.CNC(C)=O.CNC(C)=O.CNC(C)=O.CNC(C)=O.CNC(C)=O.CNC(C)=O.CNC(C)=O", "homo_ev": -9.0803}

***

[3]
{"formula": "C24H28F3N3O", "method": "the ωB97M-V functional and the def2-TZVPD basis", "elements": ["C", "N", "C", "C", "F", "F", "F", "O", "H", "H", "H", "C", "C", "C", "N", "C", "C", "C", "C", "C", "C", "C", "C", "C", "N", "C", "C", "C", "C", "C", "C", "C", "C", "C", "H", "H", "H", "H", "H", "H", "H", "H", "H", "H", "H", "H", "H", "H", "H", "H", "H", "H", "H", "H", "H", "H", "H", "H", "H"], "positions_angstrom": [[0.8138, -1.3381, 4.4502], [0.1799, -0.6186, 3.3304], [-0.5236, 0.4781, 3.6874], [-1.5439, 0.3598, 4.9388], [-2.0793, -0.8931, 5.0796], [-0.9315, 0.6655, 6.1306], [-2.6185, 1.2056, 4.8548], [-0.5548, 1.5838, 3.1292], [0.2552, -1.3648, 5.4276], [1.0118, -2.3835, 4.1429], [1.8119, -0.9107, 4.6914], [-4.7940, -4.2990, -3.3236], [-5.7374, -3.9869, -2.1618], [-4.8488, -3.4645, -1.0039], [-3.5656, -3.2243, -1.6139], [-2.5518, -2.6243, -0.9331], [-2.5965, -2.4876, 0.4780], [-1.5351, -1.9261, 1.1722], [-0.4290, -1.3564, 0.4958], [0.6811, -0.7861, 1.2217], [1.4156, 0.3115, 0.6438], [0.7545, 1.3397, -0.0970], [1.4520, 2.4358, -0.5880], [2.8807, 2.4971, -0.5249], [3.5667, 3.5618, -1.0603], [4.9263, 3.4147, -1.5543], [5.2987, 4.7790, -2.1516], [4.2253, 5.7742, -1.6776], [3.0506, 4.9407, -1.1285], [3.5374, 1.4305, 0.1642], [2.8208, 0.4328, 0.8075], [-0.4371, -1.4397, -0.9322], [-1.4132, -2.1308, -1.6144], [-3.4629, -3.6172, -3.0087], [-4.6336, -5.3716, -3.4099], [-5.1772, -3.9189, -4.2632], [-6.4372, -3.1848, -2.4251], [-6.3049, -4.8621, -1.8340], [-5.2707, -2.5440, -0.5454], [-4.7775, -4.2090, -0.1832], [-3.4607, -2.9066, 0.9944], [-1.5270, -1.8717, 2.2591], [1.2577, -1.4621, 1.8552], [-0.3350, 1.2847, -0.2107], [0.9096, 3.2560, -1.0710], [5.6031, 3.1418, -0.7271], [4.9965, 2.5955, -2.2950], [6.2981, 5.0754, -1.8224], [5.2738, 4.6963, -3.2443], [4.6197, 6.3966, -0.8656], [3.8805, 6.4058, -2.5000], [2.1478, 4.9952, -1.7673], [2.7322, 5.3020, -0.1307], [4.6249, 1.4442, 0.2497], [3.3188, -0.3003, 1.4427], [0.3929, -1.0076, -1.4943], [-1.3125, -2.3208, -2.6843], [-2.5845, -4.2652, -3.1619], [-3.2942, -2.7277, -3.6382]], "forces_ev_per_a": [[0.5, -0.7, -0.2], [-1.1, 1.5, 0.9], [-0.3, 1.1, -0.6], [-0.4, 0.2, 0.6], [0.5, 0.8, -0.2], [-0.3, -0.3, -0.9], [1.3, -0.8, -0.3], [-0.2, -1.6, 0.4], [0.2, 0.1, -1.2], [-0.2, 0.3, 0.2], [-0.5, 0.0, -0.1], [0.3, -0.2, 0.0], [-0.1, 0.5, 0.6], [-0.5, -0.5, 0.3], [0.1, 0.0, 0.1], [0.6, 0.2, 0.3], [0.0, -0.2, -0.3], [0.3, 0.1, -0.4], [-1.9, -0.5, -0.5], [1.7, -0.5, 1.2], [0.2, 1.1, -0.1], [0.4, 0.0, 0.5], [0.3, -0.1, -0.1], [-0.8, -0.4, 0.6], [-0.2, -0.1, -0.1], [0.3, -0.2, 0.5], [-0.2, -0.3, -0.2], [-0.2, -0.1, 0.3], [-0.4, -0.4, 0.0], [0.1, 0.3, -0.1], [-0.7, 0.0, -0.4], [0.6, 0.2, 0.9], [-0.4, -0.3, 0.0], [0.3, 0.5, 0.1], [-0.1, 0.0, -0.1], [-0.1, -0.2, -0.2], [0.0, -0.3, -0.1], [0.0, 0.2, -0.2], [0.3, -0.4, -0.3], [0.0, 0.2, -0.4], [0.4, 0.3, 0.1], [-0.2, 0.0, -0.2], [0.1, 0.0, -1.0], [0.5, 0.1, 0.1], [0.2, -0.4, 0.2], [0.0, 0.1, -0.2], [-0.1, 0.3, 0.3], [-0.1, 0.0, -0.3], [0.2, 0.1, 0.2], [-0.1, 0.0, -0.3], [0.2, 0.1, 0.2], [0.5, 0.0, 0.1], [0.2, -0.3, -0.3], [-0.3, 0.0, 0.0], [0.1, 0.2, -0.3], [-0.2, -0.2, 0.2], [0.0, 0.3, 0.3], [-0.3, 0.0, 0.0], [-0.1, -0.2, 0.0]], "homo_ev": -7.5675}

***

| no. | frontier orbital gap (eV) |
| --- | --- |
| 1 | 7.725 |
| 2 | 9.076 |
| 3 | 7.053 |